Entry 1:
{
  "formula": "C15H22N2O4S",
  "method": "the ωB97M-V functional and the def2-TZVPD basis",
  "relative_energy_kj_mol": 132.6,
  "smiles": "CCC(=O)Nc1ccc(S(=O)(=O)N2CCCCC2)cc1OC",
  "symbols": ["S", "O", "O", "O", "O", "N", "N", "C", "C", "C", "C", "C", "C", "C", "C", "C", "C", "C", "C", "C", "C", "C", "H", "H", "H", "H", "H", "H", "H", "H", "H", "H", "H", "H", "H", "H", "H", "H", "H", "H", "H", "H", "H", "H"],
  "positions_angstrom": [[-1.632, -0.700, -1.922], [2.539, -1.832, 0.927], [-1.997, -2.032, -1.509], [3.826, 2.842, 0.429], [-1.520, -0.451, -3.329], [-2.633, 0.480, -1.282], [3.500, 0.610, 0.759], [-0.094, -0.275, -1.116], [1.592, 1.331, -0.600], [5.447, 1.624, 1.722], [2.095, -3.168, 1.013], [-4.906, -0.065, -2.065], [-4.180, -0.728, 0.226], [0.396, 1.008, -1.220], [0.582, -1.257, -0.412], [2.291, 0.366, 0.114], [4.183, 1.785, 0.894], [-3.006, 0.243, 0.096], [-3.729, 0.907, -2.127], [5.103, 1.449, 3.201], [-5.355, -0.237, -0.616], [1.781, -0.949, 0.207], [4.536, 2.306, 3.557], [1.997, 2.327, -0.661], [-3.330, 0.972, -3.139], [2.851, -3.691, 1.597], [4.508, 0.553, 3.365], [6.013, 1.370, 3.790], [6.049, 2.523, 1.590], [-3.858, -1.706, -0.134], [6.017, 0.764, 1.363], [0.140, -2.238, -0.374], [-4.582, -1.028, -2.464], [-3.262, 1.212, 0.541], [-4.037, 1.904, -1.794], [-4.467, -0.816, 1.275], [-5.709, 0.723, -0.228], [2.016, -3.626, 0.024], [-5.725, 0.310, -2.681], [-2.121, -0.149, 0.603], [-0.158, 1.740, -1.783], [1.130, -3.236, 1.523], [3.888, -0.214, 1.199], [-6.180, -0.949, -0.558]]
}



Entry 2:
{
  "formula": "C15H22N2O5S",
  "method": "the ωB97M-V functional and the def2-TZVPD basis",
  "relative_energy_kj_mol": 33.6,
  "smiles": "COC(=O)[C@H](CCSC)NC(=O)Nc1cc(OC)cc(OC)c1",
  "symbols": ["S", "O", "O", "O", "O", "O", "N", "N", "C", "C", "C", "C", "C", "C", "C", "C", "C", "C", "C", "C", "C", "C", "C", "H", "H", "H", "H", "H", "H", "H", "H", "H", "H", "H", "H", "H", "H", "H", "H", "H", "H", "H", "H", "H", "H"],
  "positions_angstrom": [[3.595, -0.324, -0.292], [-4.038, 2.374, -2.796], [1.274, -0.154, 2.105], [2.808, -1.758, 2.441], [-1.456, -3.167, 0.648], [-0.787, 3.282, 0.551], [-2.265, -1.204, -0.093], [0.024, -1.520, 0.167], [3.430, -0.928, 3.415], [-3.228, 1.880, -1.819], [1.745, -1.226, 1.831], [-3.154, 0.547, -1.454], [-2.431, 2.829, -1.176], [1.131, -2.180, 0.813], [2.149, -2.726, -0.199], [-1.235, -2.025, 0.296], [-1.512, 1.095, 0.226], [5.114, -1.218, 0.148], [-1.582, 2.439, -0.154], [-2.281, 0.152, -0.436], [-4.879, 1.483, -3.488], [2.682, -1.655, -1.137], [-0.813, 4.653, 0.238], [-1.809, 5.081, 0.390], [5.806, -0.480, 0.540], [1.863, -1.155, -1.652], [2.965, -3.196, 0.351], [2.714, -0.656, 4.192], [-0.492, 4.836, -0.792], [-4.304, 0.721, -4.023], [3.800, -0.016, 2.943], [-5.426, 2.092, -4.206], [3.354, -2.090, -1.878], [-2.520, 3.853, -1.499], [-3.756, -0.205, -1.939], [-0.878, 0.846, 1.062], [5.530, -1.680, -0.742], [4.249, -1.507, 3.834], [-0.109, 5.123, 0.923], [0.131, -0.529, 0.012], [0.715, -3.033, 1.368], [-5.590, 0.995, -2.813], [1.653, -3.492, -0.798], [-3.134, -1.704, -0.226], [4.899, -1.964, 0.908]]
}



Entry 3:
{
  "formula": "C15H22N2O7S2",
  "method": "the ωB97M-V functional and the def2-TZVPD basis",
  "smiles": "CCS(=O)(=O)c1ccc2c(c1)N(S(C)(=O)=O)C[C@H](C(=O)NCCOC)O2",
  "symbols": ["S", "S", "O", "O", "O", "O", "O", "O", "O", "N", "N", "C", "C", "C", "C", "C", "C", "C", "C", "C", "C", "C", "C", "C", "C", "C", "H", "H", "H", "H", "H", "H", "H", "H", "H", "H", "H", "H", "H", "H", "H", "H", "H", "H", "H", "H", "H", "H"],
  "positions_angstrom": [[2.766, -1.768, 0.001], [-2.687, -1.623, 0.157], [3.408, -2.688, 0.900], [2.047, -2.322, -1.120], [-2.033, -2.799, 0.634], [-2.406, 1.760, -1.215], [-4.102, -1.518, 0.335], [1.349, 1.417, -1.404], [-1.112, 2.166, 2.011], [-0.816, 3.167, -0.441], [-2.041, -0.276, 0.950], [-2.296, -1.360, -1.582], [-1.841, 2.314, -0.293], [4.802, -1.367, -1.733], [-0.144, 3.375, -1.700], [4.032, -0.626, -0.662], [-0.690, -0.053, 1.121], [1.280, 2.792, -1.686], [-0.240, 1.135, 1.728], [0.272, -0.953, 0.675], [2.046, 0.411, 1.571], [-2.953, 0.766, 1.354], [-2.255, 2.114, 1.180], [1.611, -0.698, 0.872], [0.874, 0.574, -2.436], [1.106, 1.334, 1.993], [3.094, 0.571, 1.760], [4.113, -1.719, -2.496], [-0.080, 4.447, -1.911], [-2.966, -1.992, -2.151], [1.399, 2.238, 2.504], [1.129, -0.443, -2.140], [-2.485, -0.314, -1.796], [1.365, 0.814, -3.387], [5.552, -0.726, -2.194], [-3.236, 0.642, 2.406], [1.753, 3.013, -2.655], [3.488, 0.231, -1.048], [4.668, -0.340, 0.170], [-0.754, 2.896, -2.468], [-2.906, 2.934, 1.498], [-1.265, -1.632, -1.759], [-0.209, 0.660, -2.560], [1.860, 3.270, -0.892], [5.295, -2.231, -1.295], [-0.014, -1.863, 0.177], [-0.364, 3.515, 0.393], [-3.844, 0.691, 0.732]]
}



Entry 4:
{
  "formula": "C15H22O4S",
  "method": "the ωB97M-V functional and the def2-TZVPD basis",
  "relative_energy_kj_mol": 5.7,
  "symbols": ["S", "O", "O", "O", "O", "C", "C", "C", "C", "C", "C", "C", "C", "C", "C", "C", "C", "C", "C", "C", "H", "H", "H", "H", "H", "H", "H", "H", "H", "H", "H", "H", "H", "H", "H", "H", "H", "H", "H", "H", "H", "H"],
  "positions_angstrom": [[1.229, -0.904, 0.967], [-1.391, 0.433, 0.691], [-0.867, -2.382, -1.606], [-3.435, 0.773, -0.171], [1.826, -0.861, 2.303], [1.985, -2.384, 0.141], [-1.079, -1.060, -1.183], [3.418, -2.062, -0.246], [-1.446, -0.940, 0.312], [-1.157, 2.998, 1.567], [-2.304, 2.583, 0.893], [-0.458, -1.680, 1.193], [-1.060, 4.303, 2.011], [4.923, -0.681, -1.729], [-2.097, 5.196, 1.787], [3.485, -0.988, -1.329], [-2.461, 1.195, 0.408], [-3.344, 3.483, 0.670], [-3.239, 4.786, 1.116], [-2.046, -3.133, -1.795], [-0.432, -2.736, 0.941], [-2.741, -2.612, -2.460], [5.411, -1.573, -2.115], [-4.045, 5.483, 0.944], [4.951, 0.086, -2.499], [1.373, -2.614, -0.729], [3.951, -1.717, 0.643], [1.950, -3.198, 0.863], [-1.737, -4.071, -2.253], [-4.223, 3.138, 0.147], [-2.553, -3.344, -0.847], [-1.867, -0.580, -1.779], [-2.472, -1.303, 0.471], [5.488, -0.326, -0.870], [3.009, -0.077, -0.957], [2.927, -1.324, -2.206], [-0.356, 2.296, 1.741], [3.912, -2.969, -0.602], [-0.136, -0.532, -1.348], [-2.015, 6.215, 2.137], [-0.701, -1.545, 2.246], [-0.174, 4.627, 2.535]]
}



Entry 5:
{
  "formula": "C15H23AlBrIN3",
  "method": "the ωB97M-V functional and the def2-TZVPD basis",
  "charge": -1,
  "symbols": ["I", "Br", "Al", "N", "N", "N", "C", "C", "C", "C", "C", "C", "C", "C", "C", "C", "C", "C", "C", "C", "C", "H", "H", "H", "H", "H", "H", "H", "H", "H", "H", "H", "H", "H", "H", "H", "H", "H", "H", "H", "H", "H", "H", "H"],
  "positions_angstrom": [[1.717, 5.043, -0.748], [-3.582, 4.265, 1.055], [-2.033, 2.615, 0.114], [-4.704, -4.546, -0.351], [6.546, 4.452, -0.173], [-1.647, -3.536, 0.962], [-1.496, -1.762, 2.277], [-2.033, -3.018, 2.171], [5.524, 3.940, -0.923], [2.161, 2.219, 0.257], [-5.366, -5.220, 0.637], [-6.272, -6.059, 0.040], [0.945, 3.019, -0.318], [-0.761, -1.511, 1.091], [7.489, 3.419, -1.887], [7.748, 4.138, -0.749], [6.079, 3.294, -1.998], [-5.171, -4.945, -1.572], [-0.873, -2.621, 0.296], [-6.148, -5.885, -1.362], [-0.169, 3.146, 0.757], [-2.528, 1.209, 0.726], [2.728, 1.715, -0.530], [-0.473, -2.838, -0.679], [-2.165, 2.670, -1.474], [8.676, 4.451, -0.303], [2.836, 2.932, 0.725], [6.431, 4.978, 0.671], [5.532, 2.788, -2.776], [1.780, 1.508, 0.988], [-0.230, 4.190, 1.067], [-5.137, -5.045, 1.675], [-0.216, -0.614, 0.846], [0.610, 2.601, -1.264], [8.230, 3.027, -2.565], [-6.947, -6.723, 0.554], [0.060, 2.524, 1.630], [-2.654, -3.584, 2.844], [-6.711, -6.389, -2.130], [-3.986, -3.858, -0.203], [-1.619, -1.094, 3.113], [4.495, 4.080, -0.629], [-4.771, -4.528, -2.480], [-1.891, -4.445, 0.618]]
}



Largest force on an atom (eV/A)
1.07, 0.57, 1.19, 1.81, 1.82
Kohn-Sham gap (eV)
9.05, 9.08, 9.08, 9.24, 7.72